# 1
{"formula": "C22H66O22", "method": "ωB97M-V with the def2-TZVPD basis set", "elements": ["O", "O", "O", "H", "H", "H", "H", "H", "O", "O", "H", "C", "H", "H", "C", "O", "C", "H", "H", "H", "O", "H", "H", "H", "H", "H", "H", "H", "C", "H", "H", "C", "O", "H", "O", "C", "H", "C", "H", "C", "O", "O", "O", "H", "H", "H", "C", "O", "O", "H", "H", "H", "C", "H", "H", "H", "H", "H", "H", "H", "O", "H", "O", "H", "H", "H", "O", "H", "H", "H", "C", "H", "H", "C", "C", "C", "H", "H", "O", "O", "C", "H", "H", "H", "H", "C", "C", "H", "H", "H", "H", "C", "H", "C", "H", "H", "C", "H", "H", "H", "H", "O", "O", "H", "H", "H", "C", "H", "C", "O"], "coordinates": [[-1.2337, -2.7630, -2.9379], [-0.0447, -2.8000, -6.3989], [-3.3057, 0.7510, 3.1061], [6.0183, -1.9040, 1.2941], [0.9973, -2.9540, -1.2219], [-0.8897, 0.8600, 0.5671], [2.4153, 3.9540, 2.9601], [-2.4097, 4.6570, -1.0479], [5.9623, -2.1780, 3.9241], [-1.5057, 0.8740, -1.4569], [-3.9957, -0.0730, -3.0789], [-3.3697, -0.3800, 2.4821], [1.5823, -6.0490, -0.6459], [-3.4197, -0.6240, -1.1879], [5.3033, -1.3770, 1.8621], [-6.7517, -0.2480, -2.7219], [-4.2027, 3.2120, 0.8831], [-1.8977, -2.1860, -4.4689], [-6.9307, -1.0070, -3.3829], [-5.6597, -0.2960, -0.9349], [4.0083, -0.1860, -1.5589], [0.8623, 3.6800, -3.6459], [-1.7727, 1.7050, -1.3419], [0.9823, 3.6590, 1.2181], [-4.5017, -1.7660, -3.5269], [2.5773, 1.3730, 3.1671], [0.3373, 1.5200, -0.5949], [-2.4177, -0.7670, 2.5121], [1.4733, 3.3580, 2.8821], [2.6633, -0.0370, -4.0839], [0.4913, 3.8430, -1.6419], [-5.8297, -0.8750, -1.9359], [0.7583, -5.4500, -2.4279], [1.0993, -1.5500, 2.1991], [0.9433, -0.7710, 0.5261], [2.2183, 5.1270, -1.5219], [2.9293, 5.6060, 0.2281], [1.1373, -3.9050, -0.6549], [-3.4457, -3.0830, 2.8311], [-2.6667, 3.6380, 0.7261], [2.0073, 1.8070, -3.7969], [-4.4817, 3.3070, 2.2621], [0.5993, 4.5550, -3.3939], [-5.9557, -1.8590, -1.5129], [-0.2487, -2.8020, 5.4241], [4.0413, -1.7060, 3.4231], [-1.0447, -2.1910, -4.1839], [-4.2627, -2.5820, 2.2951], [0.5773, 3.8420, 1.9511], [1.5483, 0.1690, 0.5101], [0.7373, -3.2320, -4.5749], [-1.0347, -1.4290, 0.0391], [0.7363, 4.8210, -2.0179], [-4.4657, -1.3490, 3.8361], [-3.4767, -0.1340, 1.3721], [0.2523, 5.7420, -1.7509], [0.1653, -4.1880, -0.3359], [2.1403, -2.6220, 0.5031], [2.6253, 6.0640, -1.7939], [-4.1437, 1.3670, 2.7401], [2.0483, -3.6170, 0.4371], [3.3893, 2.2630, 1.4961], [0.2893, -1.0570, 6.5421], [1.0973, 1.1470, 2.3881], [2.9463, 4.3350, -1.7429], [2.6073, -4.9360, -1.7719], [4.2333, -1.3590, 0.8861], [5.6123, -0.4660, 1.9421], [1.6433, -2.3130, 5.6491], [6.7013, -2.4010, 3.5851], [-4.4577, -1.0030, -2.6849], [-4.8307, 4.2090, 0.5951], [-2.4157, 4.6080, 1.0831], [3.5813, 0.8910, -2.2929], [0.7863, -1.1850, 4.2411], [-0.4357, 0.7190, -0.4509], [-5.3957, -1.1110, 2.6921], [4.4683, -3.1440, 2.9191], [0.6903, -2.0700, 3.0671], [2.0743, 5.2120, -0.1819], [1.6433, -5.1370, -1.3889], [0.8833, 3.1710, 3.7551], [4.2233, 1.4060, -3.0759], [1.7983, -0.8060, 4.1311], [0.0443, -1.1630, -1.3819], [1.9493, 1.8600, 2.4511], [2.3413, 0.5860, -3.1319], [-0.5117, -4.1990, -5.0879], [-1.9747, -2.3180, -2.4359], [-4.4297, 4.1490, 2.7481], [-0.4637, -1.1540, -4.0719], [-4.4927, -1.3010, 2.8931], [3.3143, 1.7820, -1.6569], [0.5583, -2.0050, 5.5411], [1.6273, 0.3120, -2.2849], [-4.4847, 2.3750, 0.1361], [-0.1487, -0.6900, -0.3669], [-0.0927, -5.4700, -2.1819], [-0.8477, -2.9480, -6.9109], [0.1063, -0.5800, 3.7541], [-0.6117, -0.8660, 6.2861], [2.6573, 2.0070, 1.2291], [-3.3827, -1.2900, -1.8119], [-1.9137, 3.2630, 1.4351], [4.1643, -1.0320, -2.0839], [1.6533, 1.4700, -4.5809], [4.9263, -2.1320, 3.0581], [4.2403, -0.6690, 0.2061], [-0.1857, -3.2530, -4.9649], [-2.0507, 3.7460, -0.5499]], "forces_ev_per_a": [[-0.36, -0.40, 3.10], [0.56, 0.17, 1.17], [-3.64, 7.43, 1.64], [1.81, -0.84, -0.12], [0.32, -1.13, -0.34], [0.30, 0.88, -0.65], [-0.81, -0.09, 0.40], [1.39, -3.80, 2.06], [-6.57, 2.83, 6.12], [2.88, -5.01, 0.41], [-1.76, 0.09, -0.77], [-2.28, -1.56, -5.00], [0.89, 1.82, -1.02], [0.54, 2.13, 2.18], [-2.64, -4.64, -4.18], [-1.59, -2.55, -2.12], [0.81, 5.78, -1.78], [-10.30, 1.39, -5.14], [-0.26, 2.28, 1.00], [-0.22, -0.34, -1.84], [1.01, -1.87, -0.10], [0.45, -0.81, 0.37], [-1.99, 5.68, 0.43], [3.22, -0.94, -7.60], [0.05, 0.72, 1.14], [0.69, 0.09, 0.81], [-0.05, -1.23, -0.11], [2.09, -2.06, 0.48], [0.86, -3.18, 0.10], [-1.04, -0.25, 2.69], [-0.71, 0.31, 1.81], [4.05, 1.14, 2.53], [4.94, -0.08, -2.88], [-1.71, -1.94, 3.16], [3.21, 2.84, 0.46], [-0.62, -1.35, -1.78], [-2.36, -1.06, -0.99], [1.51, 1.12, 0.55], [-3.29, 2.15, -2.21], [0.52, 0.73, 0.37], [0.12, 0.61, 1.95], [-0.59, -3.00, 1.59], [-0.38, 2.17, -1.04], [-1.21, -0.77, -0.32], [1.37, 0.79, 0.17], [-0.93, 1.46, 1.55], [11.15, -0.44, 3.41], [3.08, -2.46, 2.09], [-3.45, 1.58, 5.94], [-2.33, -3.86, -0.21], [3.46, -0.12, 1.23], [1.92, 2.29, -0.62], [3.16, -1.02, -1.16], [0.41, -0.65, 7.72], [-0.06, -0.80, 0.43], [-1.16, -0.22, 0.20], [-1.19, 0.01, 0.93], [-0.10, -1.71, -0.07], [0.19, 1.04, -1.58], [3.48, -1.82, 1.98], [-0.51, 1.14, -0.48], [11.19, 3.78, 3.14], [-0.60, -0.49, 0.41], [0.24, 0.83, -0.56], [-0.23, -0.11, -0.65], [1.07, -0.33, -0.51], [-1.39, -0.38, 0.72], [1.96, 5.60, 1.62], [-1.65, -0.85, 0.63], [7.85, -2.58, -4.01], [0.73, 0.92, -0.78], [1.40, -2.43, -0.96], [-1.53, 1.68, 0.92], [-0.57, 2.72, -2.42], [0.87, -2.69, -2.56], [-3.94, 2.06, 0.28], [-6.88, 2.37, -2.39], [0.88, 0.28, -0.97], [2.01, 0.02, -2.78], [1.79, 0.93, 4.81], [-2.01, -1.02, 1.98], [0.29, 0.59, 1.20], [0.58, -1.11, 1.07], [0.10, 0.59, 1.03], [0.23, 0.60, 1.00], [-1.54, 1.56, 0.49], [1.07, -0.04, 0.03], [-1.66, -3.07, 0.70], [0.97, -0.33, -0.80], [0.21, -0.30, -1.35], [-1.32, -1.98, -0.77], [7.30, -2.49, -4.70], [0.20, -1.23, 0.11], [1.97, 0.72, -2.03], [-0.05, -0.56, -2.08], [0.05, 0.65, 2.37], [0.00, -3.70, -0.96], [-4.72, 0.08, 1.73], [-0.04, -0.16, 0.51], [-2.07, 2.92, 1.36], [-0.52, 0.89, 0.68], [-10.94, -4.29, -3.90], [-0.26, -3.80, -1.06], [-0.52, -1.87, -0.43], [-0.40, 1.87, 0.72], [-1.10, -0.01, -2.10], [-1.69, -1.79, -1.01], [0.54, 0.04, 0.39], [-2.45, 5.01, -3.28], [-1.75, 2.23, -2.89]], "orbital_gap_ev": 9.271, "smiles": "OCCO.OCCO.OCCO.OCCO.OCCO.OCCO.OCCO.OCCO.OCCO.OCCO.OCCO", "homo_energy_ev": -9.124, "total_energy_ha": -2532.32860, "e_above_lowest_kcal_mol": 388.3}

# 2
{"formula": "C22H68N16O10", "method": "ωB97M-V with the def2-TZVPD basis set", "elements": ["H", "H", "C", "H", "C", "O", "O", "O", "C", "O", "H", "H", "H", "H", "H", "C", "O", "N", "H", "N", "H", "O", "N", "C", "H", "H", "C", "H", "H", "O", "N", "H", "O", "C", "C", "H", "C", "H", "N", "H", "H", "N", "N", "H", "N", "N", "C", "O", "H", "C", "N", "H", "C", "H", "N", "H", "H", "H", "H", "N", "C", "N", "H", "H", "C", "C", "H", "H", "C", "H", "O", "H", "C", "H", "H", "H", "H", "H", "H", "H", "H", "H", "H", "H", "H", "H", "H", "H", "H", "C", "C", "H", "H", "C", "N", "H", "H", "H", "H", "H", "H", "H", "H", "N", "C", "H", "H", "H", "H", "H", "H", "H", "C", "H", "H", "N"], "coordinates": [[1.9478, 7.2039, -3.6976], [8.0215, 7.1282, 3.9972], [5.8617, 6.8159, -2.6138], [-1.8800, 11.4148, 6.5586], [0.4082, 10.0520, 5.1837], [2.7012, 7.9593, 6.7425], [9.8445, 6.8154, 6.1036], [0.0791, 11.1616, 5.9523], [9.8854, 0.6395, 2.7615], [5.2782, 12.8646, 2.2017], [11.7114, -1.3743, 3.3633], [0.6098, 9.1953, 5.8267], [10.5646, 0.8485, 1.9350], [2.5671, 2.4558, 0.9065], [5.8919, 7.7614, -3.1552], [10.7435, 6.9948, 5.3351], [2.1146, 4.2729, 1.5109], [2.7522, 10.4155, 5.3024], [-0.3962, 3.1369, 1.2385], [7.5048, 6.5853, 3.3202], [1.2386, 0.9855, 2.4502], [9.7798, -0.7974, 2.8431], [11.4955, 8.0063, 5.3678], [8.4845, 1.1192, 2.5078], [1.8635, 8.2880, 3.7286], [6.6435, 8.4958, 3.5318], [6.7429, 9.0280, 5.9065], [6.3014, 5.7537, -4.4999], [12.1120, 8.0403, 4.5684], [4.3578, 8.5759, 0.1869], [2.9269, 5.8202, 7.4199], [3.6722, 6.9203, -2.0198], [7.3945, 9.2700, 4.9707], [10.9175, -1.6560, 2.6715], [1.6619, 10.3538, 4.3908], [6.5202, 4.8297, -3.0861], [-0.9071, 11.1178, 6.9504], [6.6654, 0.8167, 3.1807], [7.5798, 0.5685, 3.5305], [5.2658, 11.5498, -0.5276], [4.0937, 3.5075, 1.8563], [5.6842, 11.4183, 3.8577], [0.1633, 1.3910, 0.2030], [11.4068, -1.5066, 1.7090], [11.0486, 6.1056, 4.4729], [6.3872, 7.0917, -1.3106], [6.6457, 5.8423, -3.4695], [6.2208, 6.2517, 1.5894], [4.8300, 9.8350, 5.5050], [3.2179, 6.8597, 6.6481], [5.4821, 9.3937, 6.1375], [7.1374, 11.7568, 1.1851], [1.7715, 3.1626, 0.6706], [5.5430, 8.7082, 2.2120], [3.3150, 10.5112, 0.2543], [5.1085, 9.1240, 7.0363], [4.0853, 4.8921, 0.8621], [3.3255, 11.4785, -0.0361], [7.3233, 10.4324, 2.4004], [6.1493, 8.1009, 2.7445], [4.3041, 9.7568, -0.0565], [7.2191, 8.3144, 6.9447], [2.4644, 10.2539, 0.7342], [6.1409, 10.1681, -0.6938], [4.3891, 6.4456, -2.6898], [8.4898, 2.7114, 2.3263], [1.9776, 5.4543, -3.2933], [1.5049, 11.3279, 3.9275], [1.9924, 9.2756, 3.2857], [3.7902, 5.0929, 2.5504], [3.8116, 6.4099, -3.9082], [-0.4402, 9.7253, 4.5825], [3.5584, 4.4449, 1.7051], [11.3762, 6.5908, 3.6499], [-0.6218, 11.8327, 7.7222], [2.1526, 6.0626, 8.0214], [7.7068, 6.0632, -3.3542], [0.9836, 2.4710, 3.2278], [6.4149, 11.0515, 4.4508], [7.6636, -0.4379, 3.5423], [2.0470, 3.5228, -0.3205], [8.4101, 3.2458, 3.2730], [8.1415, 0.8174, 1.5182], [7.6180, 3.1022, 1.8016], [6.5082, 7.9052, 7.5340], [9.3581, 3.0802, 1.7803], [2.8448, 9.4840, 5.6817], [2.2030, 5.7934, -4.9398], [-1.1068, 10.1807, 7.4699], [6.5567, 6.9315, 2.5008], [0.5464, 1.8273, 2.4645], [2.6333, 11.1794, 5.9524], [-0.4034, 1.5182, 2.9010], [0.4606, 2.4709, 1.1360], [6.9279, 11.2970, 2.0596], [4.6753, 7.2404, 5.3251], [4.7319, 11.6296, 4.1195], [10.1530, 1.1227, 3.7012], [4.2991, 5.4298, -2.3050], [11.2940, 8.7846, 5.9790], [8.0371, 7.7513, 6.7609], [1.3806, 9.1574, 2.3914], [6.1450, 6.2495, -0.8085], [4.2311, 6.5483, 5.9114], [5.9710, 11.9015, 2.6708], [-0.1929, 1.7827, -0.6570], [3.4826, 4.9796, 7.3520], [3.0620, 9.2604, 3.0762], [10.6149, -2.6575, 2.9774], [10.7084, 5.1546, 4.4689], [5.8799, 7.7493, -0.7359], [7.7846, 5.6494, 3.0634], [2.3646, 6.2299, -3.9542], [4.4417, 5.5609, 5.8834], [-0.6943, 1.0176, 0.5840], [5.2093, 10.5431, -0.5868]], "forces_ev_per_a": [[-0.58, -0.16, -0.42], [-0.27, -0.03, -0.15], [-1.33, 2.33, -2.27], [-0.12, 0.18, -0.23], [-0.95, -1.38, -0.05], [-0.67, 0.64, 0.09], [-3.14, -0.26, 2.95], [0.43, 1.00, 0.45], [-0.22, -1.42, -0.34], [1.54, -1.95, -0.07], [0.09, 0.11, 0.46], [0.22, -0.22, 0.24], [0.08, 0.54, 0.07], [-0.06, -0.81, -0.31], [0.20, 0.39, -0.27], [-3.29, -1.73, 3.08], [0.99, 0.49, 0.96], [1.56, 0.55, -0.80], [0.16, 0.77, -0.48], [3.34, -3.45, 2.33], [-0.17, -0.34, -0.22], [0.01, -0.36, 0.24], [3.63, 4.86, -0.68], [-0.22, 1.51, -1.23], [-0.12, -0.23, 0.44], [-0.58, 0.85, -0.13], [-2.32, -1.35, 4.36], [0.13, 0.59, 0.02], [0.47, 1.04, 0.72], [0.69, -1.68, 0.12], [-1.96, -0.41, 1.48], [0.59, 1.18, 0.59], [3.41, 1.64, -5.11], [0.13, 1.73, 1.00], [-0.79, -0.31, -1.67], [-0.02, -0.24, 0.32], [-0.44, 0.21, 0.11], [-0.43, -0.26, 0.39], [0.25, 1.40, -0.32], [-0.73, -0.26, 0.35], [-0.36, -0.47, 0.25], [-1.00, -0.61, 2.00], [-0.71, 0.00, -0.42], [-0.48, -0.58, -0.48], [2.04, -2.88, -4.83], [0.44, -1.78, 0.44], [0.46, -0.75, 0.90], [-1.42, -2.97, -2.78], [0.14, 0.19, -0.27], [-0.27, 0.62, 1.22], [-1.75, 0.51, 0.46], [0.64, -0.69, 0.05], [1.71, 0.29, 1.95], [-0.07, -0.78, -0.34], [-5.54, 3.23, 1.43], [-0.30, 0.26, -0.36], [-0.44, 0.25, -0.35], [-0.06, -0.24, 0.26], [0.07, 0.24, -0.37], [-2.20, 6.42, 1.92], [-0.09, -0.50, 0.88], [0.49, -1.04, 1.18], [0.48, -0.56, -0.15], [-0.18, -0.34, -0.23], [-1.09, -1.63, 3.01], [-0.65, -0.73, 0.97], [0.33, 0.02, 0.63], [0.14, 0.13, -0.15], [-0.12, -0.51, 1.45], [-0.60, 0.02, 0.04], [-1.18, -0.05, -3.26], [-0.24, 0.21, -0.54], [-0.63, -0.08, -0.52], [0.24, -1.49, -0.67], [0.02, 0.09, -0.08], [0.17, -1.18, 0.37], [0.05, 0.09, -0.47], [-0.05, 0.46, -0.10], [-0.47, -0.22, 0.02], [0.06, -0.08, -0.14], [-1.34, -0.51, -0.73], [0.42, -0.18, 0.41], [0.28, -0.56, -0.25], [-0.14, -0.45, -0.33], [0.49, -0.18, 0.07], [0.13, -0.30, 0.03], [-0.03, 0.20, 1.00], [-0.39, 0.85, -0.20], [0.62, -0.54, -0.27], [0.32, -0.51, -1.64], [1.46, -0.17, 1.98], [-0.10, -0.46, 0.45], [-0.18, -0.14, -0.45], [0.03, 0.88, -1.18], [2.74, -0.50, -2.54], [-0.01, -0.41, -0.18], [0.31, -0.02, 0.87], [0.73, -0.33, 0.25], [0.39, -0.85, 0.53], [0.07, -0.09, -0.46], [0.31, -0.05, 0.08], [-0.04, 0.82, -0.04], [0.68, -0.43, 0.82], [3.01, -0.37, -2.94], [-3.85, 3.83, -0.21], [0.33, 0.23, -0.53], [-0.82, 0.09, 0.72], [-0.06, 0.54, -0.41], [-0.07, 0.03, -0.72], [-0.28, 0.61, -0.14], [-0.56, 0.45, -0.54], [0.65, 0.11, 0.64], [2.04, -0.17, 0.09], [0.63, 0.59, -0.74], [-0.12, -0.80, 0.09], [5.27, 0.74, -2.48]], "orbital_gap_ev": 8.514, "smiles": "COC[C@H](C)N.COC[C@H](C)N.COC[C@H](C)N.COC[C@H](C)N.NC(N)=O.NC(N)=O.NC(N)=O.NC(N)=O.NC(N)=O.NC(N)=O", "homo_energy_ev": -8.306, "total_energy_ha": -2507.49935, "e_above_lowest_kcal_mol": 134.7}